The following is a quantum chemistry calculation of a cluster of 9 separate species, C32H64BBrFO10 in total at a distorted geometry, from OMol25.

```
109
Properties=species:S:1:pos:R:3:forces:R:3:mulliken_charge:R:1
C 3.0309 -0.2904 -1.7964 -0.72 -0.17 -0.74 -0.978
C 2.7299 -1.1116 -3.0690 0.05 0.70 1.31 -0.539
C 1.7682 -0.4926 -4.0576 0.41 0.99 1.98 0.543
O 1.5875 -1.0302 -5.0754 -0.34 -1.60 -3.52 -0.554
O 1.1332 0.6612 -3.7739 -0.39 0.09 0.63 -0.361
C 0.1970 0.4899 -2.6490 0.18 0.39 0.44 0.895
C -1.1931 0.9861 -2.9587 -0.31 -0.39 -0.25 -0.650
B -2.1807 -0.2974 -3.2701 0.05 0.86 0.39 0.503
F -3.4255 0.2620 -3.8258 -0.03 -0.42 -0.05 -0.447
C -2.4659 -1.2151 -1.9223 0.45 -0.25 -1.18 -0.140
C -2.4720 -2.7152 -2.3048 -0.12 0.69 1.14 -0.718
C -1.1527 -3.4147 -2.0444 -0.45 -0.22 -0.47 -0.172
Br -1.1468 -4.3254 -0.2890 0.21 0.12 -0.14 -0.280
H 4.0750 -0.2094 -1.5703 0.41 -0.17 0.13 0.492
H 2.6366 0.7097 -1.9139 0.17 0.29 -0.02 0.275
H 2.4805 -0.7241 -0.9726 0.11 -0.06 0.47 0.245
H 3.6457 -1.3589 -3.5864 0.11 -0.04 -0.39 0.431
H 2.2771 -2.0479 -2.7664 -0.07 -0.37 -0.14 0.175
H 0.1604 -0.5719 -2.4079 0.03 -0.26 -0.04 -0.556
H 0.6305 0.9721 -1.7773 0.10 0.25 0.08 0.291
H -1.1463 1.6589 -3.8133 0.05 0.08 -0.25 0.353
H -1.5830 1.5801 -2.1291 0.14 -0.03 0.11 -0.378
H -1.6037 -1.0152 -4.0880 -0.02 -0.09 -0.35 -0.271
H -3.4048 -0.9778 -1.4464 -0.22 0.29 0.11 -0.315
H -1.6722 -1.0336 -1.1937 -0.03 -0.05 0.31 0.303
H -2.7180 -2.8144 -3.3521 -0.05 -0.12 -0.38 0.278
H -3.2404 -3.2099 -1.7181 -0.19 -0.40 -0.08 0.420
H -0.2994 -2.7539 -2.0631 0.16 0.22 0.20 -0.251
H -0.9947 -4.1834 -2.7874 0.20 -0.42 0.11 0.435
C -6.7409 -1.4473 0.9333 0.14 -0.15 -0.07 -1.262
C -5.4990 -0.5826 0.9427 0.09 0.05 -0.06 0.908
O -4.4203 -1.0231 0.6371 -0.11 -0.09 0.28 -0.547
C -5.6722 0.8639 1.3498 0.21 0.01 -0.03 -0.991
H -6.4740 -2.4550 0.6222 0.03 0.02 -0.01 0.317
H -7.1769 -1.4879 1.9337 -0.11 0.10 -0.05 0.352
H -7.4733 -1.0428 0.2325 -0.07 0.05 0.11 0.335
H -6.0623 0.9237 2.3683 -0.14 0.04 -0.06 0.347
H -6.3596 1.3650 0.6657 -0.10 -0.01 0.10 0.385
H -4.7069 1.3650 1.3104 0.01 -0.04 -0.02 0.127
C -2.5415 4.7362 -0.4673 0.08 -0.18 -0.19 -1.153
C -1.9368 3.7170 0.4724 0.03 -0.06 0.00 0.841
O -1.4364 2.7002 0.0607 0.05 0.06 0.09 -0.451
C -1.9859 4.0186 1.9529 0.13 -0.14 -0.09 -1.068
H -2.4360 4.3863 -1.4924 0.01 -0.03 0.02 0.261
H -3.6023 4.8669 -0.2450 0.03 0.13 0.07 0.327
H -2.0262 5.6932 -0.3630 -0.12 0.05 0.09 0.336
H -3.0212 4.1159 2.2838 0.03 0.13 0.05 0.321
H -1.4435 4.9418 2.1694 -0.15 0.09 -0.01 0.434
H -1.5231 3.2009 2.4959 -0.04 0.00 0.02 0.118
C 4.1001 1.3113 2.4616 -0.09 0.19 -0.19 -1.122
C 4.8154 0.5262 1.3867 0.06 0.02 -0.11 0.925
O 4.8467 0.9159 0.2419 0.17 0.13 0.23 -0.551
C 5.4706 -0.7609 1.8132 0.05 0.07 -0.60 -0.943
H 3.6687 2.2104 2.0256 0.01 -0.02 -0.02 0.347
H 3.3007 0.7071 2.8937 0.11 -0.04 0.13 0.223
H 4.8038 1.5976 3.2453 -0.06 -0.13 0.10 0.356
H 4.7210 -1.4397 2.2148 0.23 0.15 0.05 0.155
H 6.2283 -0.5638 2.5731 -0.16 -0.10 0.18 0.320
H 5.9466 -1.2250 0.9502 0.01 0.08 -0.02 0.342
C -2.7893 -0.0596 -7.2832 -0.25 0.14 -0.03 -0.708
C -2.0837 1.0605 -7.9949 0.01 -0.03 -0.03 0.859
O -2.6833 1.8450 -8.7070 0.02 0.02 0.03 -0.628
C -0.5957 1.1736 -7.7859 -0.12 0.23 -0.21 -0.936
H -3.8525 -0.0274 -7.5160 0.01 0.03 -0.02 0.323
H -2.3860 -1.0211 -7.6064 0.13 0.00 0.16 0.331
H -2.6642 0.0405 -6.2004 0.10 -0.16 0.01 -0.033
H -0.0990 0.2646 -8.1292 0.00 -0.08 0.22 0.453
H -0.3766 1.3295 -6.7281 0.08 -0.21 0.02 0.160
H -0.2164 2.0212 -8.3518 0.02 0.00 0.03 0.205
C 3.3164 -4.3597 4.2139 0.23 0.03 -0.20 -0.839
C 3.4645 -2.9005 4.5618 0.02 0.05 -0.06 0.876
O 4.3025 -2.2059 4.0243 -0.19 -0.28 0.50 -0.573
C 2.5275 -2.3486 5.6014 0.10 0.27 0.11 -0.882
H 4.0487 -4.6277 3.4545 -0.02 0.04 -0.01 0.311
H 3.4822 -4.9683 5.1033 -0.19 0.01 0.06 0.024
H 2.3158 -4.5501 3.8225 -0.04 -0.06 0.13 0.331
H 2.6702 -2.8829 6.5474 -0.23 0.14 -0.37 0.226
H 1.4934 -2.4582 5.2672 0.00 -0.13 0.08 0.288
H 2.7395 -1.2903 5.7513 0.00 -0.01 -0.06 0.274
C 4.4077 -4.3601 9.8282 -0.16 0.20 -0.10 -1.155
C 4.0589 -4.9661 8.4917 -0.03 0.03 -0.05 0.795
O 3.3502 -4.3851 7.6999 0.17 -0.31 0.29 -0.514
C 4.6321 -6.3270 8.1842 -0.14 0.06 -0.23 -1.127
H 3.9326 -3.3857 9.9190 0.00 -0.01 -0.02 0.293
H 4.0521 -5.0042 10.6339 0.15 -0.06 0.02 0.344
H 5.4885 -4.2364 9.9109 0.01 -0.13 0.09 0.336
H 4.2858 -7.0528 8.9215 0.14 0.01 0.07 0.349
H 5.7222 -6.2848 8.1987 0.00 -0.07 0.14 0.339
H 4.3046 -6.6444 7.1965 0.00 0.01 0.01 0.258
C -0.6989 1.5100 6.0097 -0.05 0.24 -0.08 -1.086
C -1.8585 1.2099 5.0882 -0.06 -0.05 -0.09 0.916
O -2.4330 2.0882 4.4889 -0.01 0.01 0.15 -0.543
C -2.2644 -0.2370 4.9462 -0.17 0.13 -0.13 -0.964
H -0.5120 2.5818 6.0180 -0.01 -0.01 -0.02 0.307
H -0.9335 1.1830 7.0243 0.09 -0.13 -0.02 0.364
H 0.1984 0.9967 5.6598 -0.02 -0.11 0.11 0.219
H -2.5651 -0.6380 5.9162 0.15 -0.07 0.02 0.351
H -1.4321 -0.8219 4.5518 0.02 -0.06 0.12 0.284
H -3.1021 -0.3114 4.2564 0.03 0.01 -0.03 0.162
C 0.7505 6.5879 -7.6790 0.21 -0.13 0.07 -1.210
C 0.0912 5.2259 -7.6386 -0.10 -0.11 0.02 0.837
O 0.7075 4.2381 -7.3199 0.09 0.14 -0.04 -0.491
C -1.3706 5.1598 -8.0144 0.08 -0.26 0.10 -0.793
H 1.7947 6.4923 -7.3877 -0.01 -0.02 0.00 0.309
H 0.7002 6.9977 -8.6894 -0.12 0.09 0.05 0.316
H 0.2500 7.2658 -6.9856 -0.07 0.07 -0.12 0.329
H -1.5091 5.5112 -9.0387 -0.06 0.13 0.05 0.311
H -1.9587 5.7789 -7.3341 0.00 0.12 -0.11 0.326
H -1.7201 4.1313 -7.9476 0.00 0.01 -0.05 0.060
```
Forces are in eV/Å.

Summary:
- Net charge: -1
- Lowest unoccupied orbital energy: 1.521 eV
- Multiplicity: 1
- HOMO level: -4.56 eV
- Kohn-Sham gap: 6.1 eV